No. 1
Here is C31H24F8GaO20S as an isolated structure at a distorted geometry from the OMol25 dataset. Energies are from ωB97M-V with the def2-TZVPD basis set.

Calculated values
**Orbital gap**: 6.0 eV
**E_HOMO**: -6.4 eV
**Maximum force**: 6.762 eV/Å
**Lowest unoccupied orbital energy**: -0.014 Ha
**Total charge**: -1

```
85
Properties=species:S:1:pos:R:3:forces:R:3
O 2.191 -3.437 -1.586 2.63 -0.20 -4.46
C 2.828 -3.411 -2.680 -2.05 0.31 3.06
O 4.181 -3.878 -2.664 -1.45 1.79 -0.73
C 2.112 -2.895 -4.045 1.25 -0.71 0.53
C 2.212 -1.298 -4.211 -0.92 0.43 0.32
C 1.340 -0.493 -3.085 -0.71 -1.37 -0.48
Ga 2.000 1.421 -2.745 -2.56 0.01 -1.82
F 0.445 2.460 -2.313 1.53 -0.92 -0.07
S 3.444 1.644 -0.946 -2.77 4.24 4.48
O 3.909 3.089 -0.922 0.52 -3.27 -0.86
O 2.634 1.440 0.342 2.12 -0.98 -3.03
C 4.834 0.387 -0.868 0.98 -1.39 2.47
F 5.225 0.276 0.518 -0.61 0.24 -3.32
F 4.295 -0.897 -1.227 1.48 2.87 0.31
C 6.161 0.754 -1.696 1.89 -0.73 0.82
F 7.202 -0.119 -1.191 -2.16 1.77 -1.32
F 6.637 2.070 -1.508 -1.51 -3.08 -0.39
C 6.090 0.480 -3.274 1.23 0.84 -1.84
F 7.389 0.825 -3.797 -3.20 -0.98 1.17
F 5.867 -0.868 -3.632 0.20 3.43 0.91
F 5.169 1.364 -3.917 2.32 -2.90 1.84
H 4.753 -3.216 -3.134 -0.83 -0.87 0.30
H 1.019 -3.257 -3.970 1.79 0.77 -0.08
H 2.645 -3.450 -4.910 -0.91 0.93 1.24
H 3.280 -0.890 -4.190 -1.22 -1.01 -0.22
H 1.759 -1.057 -5.250 0.94 -0.33 1.65
H 0.284 -0.392 -3.558 1.57 0.01 0.95
H 1.175 -1.126 -2.128 0.65 1.15 -1.93
H 2.629 2.138 -4.037 0.06 -0.13 0.53
C -0.797 -3.315 2.352 -0.61 -0.10 0.22
C -0.103 -2.775 1.345 1.73 -0.35 0.40
C -0.786 -2.059 0.229 -0.20 0.42 -0.65
O -0.125 -1.562 -0.662 -0.34 -0.34 0.78
C -2.253 -1.988 0.254 0.13 0.02 -0.10
C -2.942 -2.531 1.258 -0.98 0.36 -0.56
C -2.258 -3.222 2.386 0.77 -0.35 0.46
O -2.925 -3.689 3.297 -0.20 0.25 -0.28
O -4.307 -2.475 1.294 0.97 -0.31 0.58
O 1.252 -2.858 1.300 -1.64 0.47 -0.41
H -0.314 -3.835 3.169 -0.01 0.04 -0.03
H -2.738 -1.481 -0.570 0.03 0.01 0.03
H -4.563 -2.937 2.117 0.04 -0.04 -0.15
H 1.517 -2.393 0.479 0.19 -0.19 0.01
C 7.371 3.011 -8.401 0.01 0.24 -0.46
C 6.667 2.668 -7.320 1.14 -0.80 0.70
C 5.248 3.082 -7.153 -0.89 0.27 0.16
O 4.637 2.733 -6.161 0.42 0.03 -0.37
C 4.644 3.910 -8.203 -0.01 -0.11 0.18
C 5.348 4.257 -9.283 -0.97 0.63 -0.45
C 6.761 3.818 -9.463 0.73 -0.31 0.11
O 7.369 4.139 -10.472 -0.40 0.13 0.05
O 4.802 5.028 -10.267 0.97 -0.64 0.45
O 7.213 1.922 -6.324 -1.03 0.76 -0.82
H 8.402 2.714 -8.535 -0.04 0.01 0.01
H 3.617 4.220 -8.061 0.03 -0.02 0.01
H 5.508 5.137 -10.933 -0.13 -0.02 0.10
H 6.500 1.811 -5.664 0.15 0.02 0.00
C -7.808 -0.825 4.994 -0.50 -0.01 0.23
C -6.698 -1.501 4.681 1.06 1.17 -0.71
C -6.641 -2.987 4.777 -0.08 -0.80 0.15
O -5.618 -3.572 4.466 -0.22 0.46 -0.01
C -7.837 -3.692 5.252 0.31 -0.01 -0.10
C -8.944 -3.017 5.567 -0.68 -1.10 0.34
C -9.010 -1.532 5.446 0.20 0.90 -0.11
O -10.045 -0.950 5.725 0.03 -0.47 0.05
O -10.061 -3.658 6.013 0.66 1.08 -0.34
O -5.577 -0.859 4.264 -2.42 -3.23 -2.44
H -7.864 0.253 4.927 -0.01 -0.05 -0.04
H -7.777 -4.769 5.334 0.00 0.03 -0.01
H -10.720 -2.953 6.169 0.08 -0.12 -0.03
H -4.919 -1.565 4.100 -0.08 0.09 -0.18
C -2.998 2.301 8.314 0.04 -0.34 -0.05
C -3.651 3.450 8.130 0.74 0.69 0.89
C -4.778 3.556 7.159 -0.57 -0.06 -0.59
O -5.365 4.617 7.031 0.34 -0.09 0.29
C -5.134 2.362 6.386 -0.06 0.35 0.12
C -4.479 1.213 6.568 -0.53 -0.89 -0.74
C -3.370 1.101 7.558 0.63 0.08 0.52
O -2.805 0.031 7.711 -0.37 0.13 -0.26
O -4.800 0.094 5.851 2.01 2.77 3.83
O -3.315 4.574 8.823 -0.76 -0.67 -0.88
H -2.180 2.211 9.017 -0.03 0.01 -0.03
H -5.942 2.457 5.673 0.03 0.01 0.02
H -4.185 -0.599 6.167 -0.04 0.14 0.02
H -3.933 5.265 8.512 0.12 -0.08 0.06
```
Positions in Å, forces in eV/Å.

How is the electron density shared among the atoms? According to Mulliken, the charges in e are: atom 1 (O): -0.50, atom 2 (C): 0.51, atom 3 (O): -0.50, atom 4 (C): -0.68, atom 5 (C): -0.19, atom 6 (C): 0.04, atom 7 (Ga): 0.48, atom 8 (F): -0.60, atom 9 (S): 0.92, atom 10 (O): -0.66, atom 11 (O): -0.67, atom 12 (C): 0.39, atom 13 (F): -0.27, atom 14 (F): -0.22, atom 15 (C): 0.50, atom 16 (F): -0.31, atom 17 (F): -0.23, atom 18 (C): 0.65, atom 19 (F): -0.31, atom 20 (F): -0.21, atom 21 (F): -0.08, atom 22 (H): 0.34, atom 23 (H): 0.29, atom 24 (H): 0.32, atom 25 (H): -0.08, atom 26 (H): 0.32, atom 27 (H): 0.37, atom 28 (H): -0.24, atom 29 (H): -0.17, atom 30 (C): -0.87, atom 31 (C): 0.32, atom 32 (C): 0.61, atom 33 (O): -0.25, atom 34 (C): -0.90, atom 35 (C): 0.36, atom 36 (C): 0.98, atom 37 (O): -0.57, atom 38 (O): -0.66, atom 39 (O): -0.57, atom 40 (H): 0.45, atom 41 (H): 0.48, atom 42 (H): 0.27, atom 43 (H): 0.21, atom 44 (C): -0.76, atom 45 (C): 0.18, atom 46 (C): 0.92, atom 47 (O): -0.41, atom 48 (C): -1.08, atom 49 (C): 0.38, atom 50 (C): 0.98, atom 51 (O): -0.63, atom 52 (O): -0.58, atom 53 (O): -0.53, atom 54 (H): 0.44, atom 55 (H): 0.44, atom 56 (H): 0.34, atom 57 (H): 0.22, atom 58 (C): -0.84, atom 59 (C): 0.51, atom 60 (C): 0.83, atom 61 (O): -0.50, atom 62 (C): -0.96, atom 63 (C): 0.35, atom 64 (C): 0.90, atom 65 (O): -0.63, atom 66 (O): -0.57, atom 67 (O): -0.62, atom 68 (H): 0.45, atom 69 (H): 0.44, atom 70 (H): 0.34, atom 71 (H): 0.26, atom 72 (C): -0.92, atom 73 (C): 0.31, atom 74 (C): 0.90, atom 75 (O): -0.61, atom 76 (C): -0.79, atom 77 (C): 0.01, atom 78 (C): 0.96, atom 79 (O): -0.62, atom 80 (O): -0.19, atom 81 (O): -0.56, atom 82 (H): 0.43, atom 83 (H): 0.46, atom 84 (H): 0.32, atom 85 (H): 0.35

No. 2
Here is C31H25AlClN4PS as an isolated structure from the OMol25 dataset. Energies are from ωB97M-V with the def2-TZVPD basis set.

Calculated values
**Orbital gap**: 7.7 eV
**E_HOMO**: -14.3 eV
**Maximum force**: 0.768 eV/Å
**Lowest unoccupied orbital energy**: -0.242 Ha
**Total charge**: +2

```
64
Properties=species:S:1:pos:R:3:forces:R:3
Al -0.092 -0.071 0.339 -0.65 0.00 0.40
N -3.883 -1.000 -0.801 0.07 0.07 0.08
C -2.794 -0.294 -0.452 -0.04 -0.03 0.10
S -2.148 -0.578 1.193 -0.15 -0.09 -0.26
N -2.263 0.527 -1.317 0.16 0.07 0.08
N -1.124 1.119 -0.743 -0.16 -0.39 -0.05
C -1.134 2.353 -0.383 0.12 0.30 0.07
C -2.180 3.321 -0.716 0.12 0.00 0.06
C -2.675 4.176 0.273 -0.01 0.00 0.01
C -3.696 5.061 -0.029 0.01 0.00 -0.02
C -4.199 5.119 -1.323 -0.01 0.01 0.00
C -3.699 4.280 -2.312 -0.03 0.02 0.00
C -2.705 3.368 -2.010 0.04 0.00 -0.04
C -0.018 2.686 0.559 -0.13 -0.04 -0.11
C 0.407 3.969 0.823 0.03 0.11 0.02
C 1.402 4.165 1.775 -0.01 0.06 -0.02
C 1.943 3.073 2.431 0.05 0.05 0.04
C 1.497 1.810 2.094 -0.03 -0.06 -0.05
N 0.538 1.619 1.182 0.03 -0.32 -0.03
H -4.400 -1.494 -0.095 0.02 -0.03 -0.01
H -4.354 -0.768 -1.661 0.00 0.02 0.00
H -2.293 4.125 1.286 -0.02 0.00 -0.02
H -4.096 5.706 0.742 0.01 -0.01 -0.02
H -4.986 5.823 -1.561 0.02 -0.02 0.01
H -4.090 4.334 -3.320 0.01 0.00 0.04
H -2.322 2.704 -2.773 -0.01 0.01 0.01
H -0.037 4.798 0.289 0.01 0.00 0.03
H 1.748 5.166 2.002 -0.01 -0.03 -0.01
H 2.707 3.190 3.186 -0.02 -0.01 -0.03
H 1.914 0.926 2.560 -0.02 -0.01 0.01
Cl 1.962 0.142 -1.028 0.43 0.02 -0.39
C 2.963 -1.283 -0.635 -0.08 0.03 0.04
C 4.309 -1.196 -0.915 -0.03 0.07 -0.03
C 5.099 -2.300 -0.627 0.04 -0.06 0.02
C 4.537 -3.444 -0.075 -0.04 0.00 0.01
C 3.177 -3.498 0.194 0.05 -0.06 0.01
C 2.357 -2.405 -0.082 -0.07 0.09 -0.03
P 0.561 -2.404 0.163 0.38 0.12 -0.07
C -0.136 -3.172 -1.307 -0.06 0.11 -0.05
C -0.032 -4.555 -1.475 0.01 -0.01 -0.01
C -0.470 -5.134 -2.654 0.01 -0.02 0.02
C -1.002 -4.342 -3.665 0.00 -0.01 -0.02
C -1.105 -2.968 -3.502 0.00 -0.01 0.02
C -0.673 -2.380 -2.322 0.01 -0.14 0.07
C 0.192 -3.397 1.606 0.01 0.07 0.10
C 1.031 -3.335 2.722 -0.01 -0.03 0.01
C 0.695 -4.031 3.872 0.00 0.01 -0.01
C -0.477 -4.778 3.913 -0.01 -0.01 0.01
C -1.318 -4.827 2.810 0.00 0.00 0.01
C -0.991 -4.132 1.655 0.00 -0.02 0.02
H 4.734 -0.301 -1.353 -0.03 -0.04 0.03
H 6.160 -2.260 -0.837 -0.03 -0.01 0.01
H 5.162 -4.300 0.144 -0.02 0.02 0.00
H 2.744 -4.392 0.626 0.03 0.02 -0.02
H 0.382 -5.176 -0.689 -0.01 0.01 -0.02
H -0.395 -6.206 -2.786 0.00 0.04 0.00
H -1.338 -4.801 -4.587 0.01 0.01 0.03
H -1.521 -2.356 -4.292 0.01 0.00 0.03
H -0.772 -1.310 -2.202 0.00 0.10 -0.02
H 1.953 -2.765 2.690 -0.02 -0.02 0.01
H 1.348 -3.997 4.735 -0.02 0.00 -0.03
H -0.734 -5.325 4.811 0.01 0.02 -0.03
H -2.230 -5.407 2.847 0.03 0.02 0.00
H -1.650 -4.165 0.798 -0.01 -0.01 0.00
```
Positions in Å, forces in eV/Å.

How is the electron density shared among the atoms? According to natural (NBO), the charges in e are: atom 1 (Al): 1.51, atom 2 (N): -0.78, atom 3 (C): 0.32, atom 4 (S): -0.31, atom 5 (N): -0.42, atom 6 (N): -0.49, atom 7 (C): 0.34, atom 8 (C): -0.10, atom 9 (C): -0.20, atom 10 (C): -0.19, atom 11 (C): -0.14, atom 12 (C): -0.20, atom 13 (C): -0.16, atom 14 (C): 0.16, atom 15 (C): -0.19, atom 16 (C): -0.09, atom 17 (C): -0.21, atom 18 (C): 0.09, atom 19 (N): -0.61, atom 20 (H): 0.42, atom 21 (H): 0.42, atom 22 (H): 0.22, atom 23 (H): 0.24, atom 24 (H): 0.24, atom 25 (H): 0.24, atom 26 (H): 0.24, atom 27 (H): 0.27, atom 28 (H): 0.26, atom 29 (H): 0.26, atom 30 (H): 0.23, atom 31 (Cl): 0.06, atom 32 (C): 0.11, atom 33 (C): -0.26, atom 34 (C): -0.15, atom 35 (C): -0.18, atom 36 (C): -0.15, atom 37 (C): -0.46, atom 38 (P): 0.94, atom 39 (C): -0.40, atom 40 (C): -0.13, atom 41 (C): -0.21, atom 42 (C): -0.16, atom 43 (C): -0.19, atom 44 (C): -0.19, atom 45 (C): -0.41, atom 46 (C): -0.20, atom 47 (C): -0.18, atom 48 (C): -0.18, atom 49 (C): -0.14, atom 50 (C): -0.20, atom 51 (H): 0.25, atom 52 (H): 0.25, atom 53 (H): 0.25, atom 54 (H): 0.24, atom 55 (H): 0.22, atom 56 (H): 0.24, atom 57 (H): 0.24, atom 58 (H): 0.24, atom 59 (H): 0.22, atom 60 (H): 0.22, atom 61 (H): 0.24, atom 62 (H): 0.24, atom 63 (H): 0.23, atom 64 (H): 0.23

No. 3
Here is C31H25AsCrN6O10S3 as an isolated structure at a distorted geometry from the OMol25 dataset. Energies are from ωB97M-V with the def2-TZVPD basis set.

Calculated values
**Orbital gap (alpha / beta)**: 7.3 / 7.6 eV
**E_HOMO (alpha / beta)**: -5.6 / -5.6 eV
**Maximum force**: 1.411 eV/Å
**Lowest unoccupied orbital energy (alpha / beta)**: 0.063 / 0.073 Ha
**Total charge**: -1
**Spin multiplicity**: 2

```
77
Properties=species:S:1:pos:R:3:forces:R:3
Cr -0.252 0.586 0.559 1.34 -0.01 -0.45
N 5.493 -4.907 3.289 -0.07 0.01 0.07
C 4.310 -4.304 2.842 0.01 -0.07 -0.01
C 4.091 -2.943 3.045 -0.02 0.05 0.00
C 2.904 -2.357 2.638 -0.01 -0.04 0.04
C 1.933 -3.131 2.023 0.10 0.05 -0.23
C 2.136 -4.483 1.813 -0.06 0.04 0.02
C 3.315 -5.071 2.232 0.06 -0.02 0.00
S 0.443 -2.337 1.488 0.16 0.40 0.26
O -0.060 -1.709 2.689 -0.15 0.09 -0.11
O -0.405 -3.298 0.834 0.00 -0.04 0.03
N 0.892 -1.100 0.480 0.10 -0.42 0.33
C 1.834 -1.452 -0.512 -0.62 -0.13 -0.02
N 2.047 -2.755 -0.734 -0.08 -0.08 0.02
C 2.878 -3.074 -1.711 0.03 -0.01 0.02
C 3.511 -2.127 -2.496 -0.01 -0.01 0.02
C 3.253 -0.810 -2.153 0.03 0.05 -0.01
N 2.438 -0.473 -1.170 -0.05 0.21 0.07
H 6.272 -4.277 3.390 0.02 0.00 -0.04
H 5.745 -5.750 2.800 0.02 0.01 -0.03
H 4.860 -2.340 3.516 -0.02 0.00 0.01
H 2.727 -1.298 2.783 0.03 -0.01 -0.01
H 1.370 -5.051 1.302 0.04 0.00 -0.01
H 3.488 -6.129 2.067 -0.03 0.01 0.02
H 3.039 -4.138 -1.865 0.00 0.01 -0.04
H 4.161 -2.398 -3.316 0.02 0.01 0.02
H 3.720 0.021 -2.674 -0.01 -0.02 -0.03
O 0.114 3.640 -1.462 0.12 -0.11 0.19
As 1.498 3.148 -0.486 0.13 0.33 -0.36
O 2.878 3.499 -1.278 0.02 -0.16 0.24
O 1.275 1.594 0.130 -0.25 0.14 -0.20
C 1.343 4.282 1.077 -0.27 -0.16 0.16
C 2.253 5.325 1.164 -0.06 0.01 -0.06
C 2.252 6.168 2.266 -0.01 0.06 0.07
C 1.341 5.973 3.293 0.04 0.04 -0.01
C 0.437 4.922 3.232 0.01 -0.07 -0.11
C 0.448 4.074 2.132 0.17 0.00 -0.11
S -0.663 2.682 2.196 -0.19 -0.02 0.44
O -1.206 2.467 0.835 0.07 0.03 -0.03
O -1.651 2.998 3.193 0.10 0.07 -0.01
O 0.149 1.473 2.504 -0.39 0.03 -0.14
H 0.073 2.970 -2.167 -0.02 0.00 -0.02
H 2.958 5.450 0.351 0.01 0.02 0.01
H 2.965 6.982 2.324 0.00 -0.01 -0.01
H 1.336 6.637 4.148 0.00 -0.01 0.00
H -0.280 4.744 4.021 0.02 0.02 0.01
O -0.233 -1.146 -3.181 -0.08 -0.08 -0.06
S -0.605 0.141 -2.662 -0.10 0.36 0.19
O 0.386 1.189 -2.647 0.10 -0.16 -0.12
N -1.237 0.064 -1.173 -0.18 -0.13 -0.15
C -2.413 -0.674 -0.962 0.32 0.07 0.04
C -3.177 -1.362 -1.875 0.03 -0.05 -0.09
C -4.402 -1.956 -1.503 0.00 0.00 -0.06
C -4.880 -1.884 -0.230 0.00 -0.01 0.05
C -4.092 -1.247 0.758 0.01 -0.01 -0.04
C -4.467 -1.152 2.113 0.00 -0.04 0.02
C -3.620 -0.572 3.010 -0.07 -0.03 0.06
C -2.376 -0.100 2.572 0.17 -0.12 0.00
N -2.006 -0.145 1.310 -0.58 -0.19 0.21
C -2.857 -0.687 0.393 0.11 0.11 -0.06
C -1.898 0.789 -3.703 -0.06 -0.07 0.02
C -2.484 1.997 -3.354 -0.03 0.00 0.07
C -3.456 2.538 -4.180 0.00 0.00 -0.01
C -3.824 1.879 -5.347 0.02 -0.03 -0.02
C -3.218 0.678 -5.693 -0.04 0.03 0.00
C -2.250 0.125 -4.867 0.04 0.05 0.04
H -2.847 -1.474 -2.894 0.04 0.00 -0.04
H -4.970 -2.479 -2.262 0.01 0.02 -0.01
H -5.828 -2.327 0.046 0.01 0.00 0.01
H -5.422 -1.558 2.427 -0.01 0.01 -0.01
H -3.873 -0.487 4.057 0.02 -0.01 0.00
H -1.658 0.292 3.274 0.03 0.04 -0.02
H -2.182 2.499 -2.441 -0.03 -0.01 0.00
H -3.926 3.477 -3.915 0.01 -0.01 0.01
H -4.585 2.304 -5.989 0.01 0.00 0.00
H -3.503 0.170 -6.606 0.00 0.00 0.00
H -1.762 -0.811 -5.105 -0.02 0.00 -0.01
```
Positions in Å, forces in eV/Å.

How is the electron density shared among the atoms? According to Mulliken, the charges in e are: atom 1 (Cr): 0.75, atom 2 (N): -0.60, atom 3 (C): 1.10, atom 4 (C): -0.77, atom 5 (C): -0.53, atom 6 (C): -0.56, atom 7 (C): -0.27, atom 8 (C): -0.76, atom 9 (S): 1.55, atom 10 (O): -0.86, atom 11 (O): -0.83, atom 12 (N): 0.86, atom 13 (C): 0.12, atom 14 (N): -0.41, atom 15 (C): -0.39, atom 16 (C): -0.86, atom 17 (C): -0.26, atom 18 (N): -0.16, atom 19 (H): 0.22, atom 20 (H): 0.22, atom 21 (H): 0.28, atom 22 (H): 0.43, atom 23 (H): 0.49, atom 24 (H): 0.26, atom 25 (H): 0.43, atom 26 (H): 0.40, atom 27 (H): 0.48, atom 28 (O): -0.67, atom 29 (As): 1.11, atom 30 (O): -0.82, atom 31 (O): -0.04, atom 32 (C): -0.89, atom 33 (C): -0.73, atom 34 (C): -0.52, atom 35 (C): -0.57, atom 36 (C): -0.60, atom 37 (C): 0.41, atom 38 (S): 1.64, atom 39 (O): -0.45, atom 40 (O): -0.72, atom 41 (O): -0.66, atom 42 (H): 0.42, atom 43 (H): 0.52, atom 44 (H): 0.38, atom 45 (H): 0.37, atom 46 (H): 0.50, atom 47 (O): -0.81, atom 48 (S): 1.45, atom 49 (O): -1.01, atom 50 (N): 1.08, atom 51 (C): -0.10, atom 52 (C): -0.51, atom 53 (C): -0.92, atom 54 (C): -0.99, atom 55 (C): 1.07, atom 56 (C): -0.71, atom 57 (C): -1.35, atom 58 (C): -0.12, atom 59 (N): 0.82, atom 60 (C): -0.08, atom 61 (C): 0.03, atom 62 (C): -0.62, atom 63 (C): -0.83, atom 64 (C): -0.44, atom 65 (C): -0.70, atom 66 (C): -0.05, atom 67 (H): 0.47, atom 68 (H): 0.40, atom 69 (H): 0.38, atom 70 (H): 0.41, atom 71 (H): 0.42, atom 72 (H): 0.78, atom 73 (H): 0.26, atom 74 (H): 0.42, atom 75 (H): 0.37, atom 76 (H): 0.38, atom 77 (H): 0.49

Question: What is the formula in the first record?
Answer: C31H24F8GaO20S